No. 1
DFT (ωB97M-V/def2-TZVPD) results for an isolated molecule of C4H5N5 at a distorted geometry.

Structure (XYZ):
```
14
Properties=species:S:1:pos:R:3
H -3.35854 -0.88416 -0.03782
N -2.96530 0.03636 -0.01361
C -1.69205 -0.07667 0.03853
N -0.85177 1.09651 0.04426
C 0.42084 0.65874 -0.05891
C 1.69460 1.01129 0.01602
N 2.40659 -0.16384 0.02870
N 1.64460 -1.27521 0.00897
C 0.44130 -0.78122 -0.05997
N -0.89173 -1.20403 -0.02873
H -1.21623 2.02909 -0.07073
H 2.20886 1.98407 -0.02545
H 3.37974 -0.28689 -0.04615
H -1.22091 -2.14403 0.20488
```

LUMO in Eh: 0.0332
Molecular weight in g mol⁻¹: 123.1
E_tot in a.u.: -429.180966
SMILES string: [H]/N=c1/[nH]c2c[nH]nc2[nH]1

No. 2
DFT (ωB97M-V/def2-TZVPD) results for a structure of composition C20H60O10S10Y at a distorted geometry.

Structure (XYZ):
```
101
Properties=species:S:1:pos:R:3
Y 0.13869 0.48049 -0.14325
C -3.47339 -1.21183 2.51586
S -3.46180 -0.02081 1.06041
O -1.98417 -0.01908 0.64693
C -4.26147 -1.18061 -0.13125
H -3.21891 -0.64044 3.40852
H -2.81586 -2.07772 2.43848
H -4.47055 -1.56418 2.77971
H -3.72436 -2.11128 -0.31419
H -4.50413 -0.71745 -1.08765
H -5.24405 -1.38876 0.29219
C 5.08891 1.09549 0.36260
S 3.48271 1.23141 1.23737
O 2.39379 0.50400 0.43423
C 3.93044 0.10212 2.64378
H 5.91838 1.64996 0.80151
H 4.96239 1.49234 -0.64467
H 5.36979 0.04918 0.24239
H 2.91017 0.02161 3.01884
H 4.57799 0.64269 3.33412
H 4.42521 -0.84256 2.41819
C -2.32921 0.16216 -4.23824
S -1.01511 -0.83700 -3.29855
O -0.86069 -0.26819 -1.90542
C -2.04018 -2.41518 -3.18083
H -3.28539 0.27467 -3.72721
H -2.49649 -0.33659 -5.19290
H -1.94756 1.18227 -4.28082
H -2.61347 -2.27056 -2.26512
H -1.53826 -3.38172 -3.22534
H -2.75235 -2.48194 -4.00329
C -1.84449 4.22845 -2.28400
S -2.44785 2.71111 -1.57549
O -1.32089 2.03230 -0.75377
C -3.48862 3.63855 -0.32951
H -1.61626 4.89011 -1.44842
H -2.60104 4.68035 -2.92550
H -0.97473 4.17567 -2.93885
H -2.77736 3.94190 0.43873
H -4.29506 3.01120 0.05021
H -3.90248 4.51033 -0.83628
C 0.69353 3.28827 3.63975
S -0.65832 2.99673 2.36870
O -0.22374 1.70264 1.62288
C -1.96627 2.21409 3.60179
H 1.07356 2.36101 4.06854
H 0.19707 3.86099 4.42308
H 1.58044 3.80626 3.27484
H -1.57934 1.40265 4.21819
H -2.85817 1.94884 3.03412
H -2.23800 2.91412 4.39186
C -2.75285 -5.14236 0.88336
S -2.14754 -4.55714 -0.75581
O -0.99944 -3.65508 -0.35719
C -1.35585 -6.17823 -1.14675
H -3.56692 -5.85143 0.73297
H -3.21077 -4.35986 1.48842
H -1.96153 -5.55743 1.50757
H -2.05910 -6.99555 -0.98701
H -0.55444 -6.38476 -0.43739
H -0.85893 -6.20720 -2.11646
C 1.70819 -3.86280 -1.66924
S 2.35956 -2.18491 -1.26831
O 1.21497 -1.51090 -0.52776
C 3.67536 -2.74475 -0.11289
H 0.74691 -3.88920 -2.18241
H 1.51550 -4.41640 -0.75027
H 2.53276 -4.31629 -2.21927
H 3.36086 -2.46773 0.89332
H 4.64748 -2.26538 -0.22814
H 3.79650 -3.82761 -0.08396
C 2.13508 2.42848 -3.95464
S 2.43023 0.85501 -3.05829
O 1.26532 0.65468 -2.03571
C 2.02942 -0.24127 -4.42303
H 2.86538 2.76569 -4.69021
H 2.18617 3.23153 -3.21938
H 1.17818 2.45817 -4.47574
H 2.87635 -0.16189 -5.10458
H 1.15860 0.10094 -4.98218
H 1.81938 -1.25602 -4.08499
C -0.08681 -3.16015 3.18877
S 0.86098 -1.53157 2.92319
O 0.17613 -0.82407 1.71583
C 0.24368 -0.74528 4.50103
H 0.20096 -3.66358 4.11172
H 0.06292 -3.86238 2.36867
H -1.14787 -2.91380 3.14921
H 0.56883 0.29431 4.46080
H 0.52625 -1.26853 5.41452
H -0.84021 -0.78752 4.60833
C 3.20855 4.15369 -0.03285
S 1.58057 3.93797 -0.83091
O 1.13257 2.55346 -0.47908
C 0.79912 5.15583 0.28373
H 3.31834 3.86073 1.01128
H 3.44912 5.20938 -0.15833
H 3.98914 3.57535 -0.52713
H -0.29021 5.11834 0.29149
H 1.09565 6.18728 0.09328
H 1.20421 4.81209 1.23549
```

LUMO in Eh: -0.2130
Charge: +3
Molecular weight in g mol⁻¹: 870.3
E_tot in a.u.: -5569.641156

No. 3
DFT (ωB97M-V/def2-TZVPD) results for a cluster of 2 separate species, C4H13N3 in total at a distorted geometry.

Structure (XYZ):
```
20
Properties=species:S:1:pos:R:3
C 0.59227 -1.95915 -0.23923
N 0.36058 -0.62981 0.36850
N 0.48881 -0.71455 1.78854
H 1.03949 0.25455 0.11473
H 0.55796 0.25713 2.09586
H -0.36460 -1.12268 2.16468
H 1.49032 -2.38631 0.19932
H 0.72959 -1.84174 -1.31144
H -0.26276 -2.60631 -0.04593
C -0.90745 0.24176 -1.64812
C 0.84698 1.99283 0.15106
C -0.87805 0.16997 -0.14841
N -1.94124 0.29851 0.52869
H -1.83382 0.17097 1.53182
H 0.08706 0.32432 -2.08266
H -1.48237 1.11882 -1.93422
H -1.40533 -0.64257 -2.05772
H 0.55410 2.43892 1.10685
H 0.38833 2.57874 -0.64556
H 1.94012 2.05660 0.06323
```

LUMO in Eh: 0.0253
Molecular weight in g mol⁻¹: 103.2
E_tot in a.u.: -324.299073

No. 4
DFT (ωB97M-V/def2-TZVPD) results for a structure of composition C26H43N6O6RhS2Si2Te at a distorted geometry.

Structure (XYZ):
```
87
Properties=species:S:1:pos:R:3
Rh 0.56393 0.41861 0.72686
C 7.94895 -1.54980 -1.44762
C 6.69096 -1.50309 -0.62519
C 5.55758 -2.20911 -1.01011
C 4.38507 -2.13545 -0.27196
C 4.34260 -1.35336 0.86949
C 5.47185 -0.66019 1.28817
C 6.63323 -0.74079 0.54148
S 2.81884 -1.11212 1.73348
O 2.78657 -1.99204 2.87019
O 2.79274 0.32904 2.00713
N 1.65758 -1.30797 0.66167
C 0.78533 -2.47602 0.76635
C -0.64411 -2.04821 0.51421
O -1.57982 -2.80883 0.62176
O -0.81689 -0.79309 0.12228
H 7.76150 -1.97642 -2.43184
H 8.71271 -2.15738 -0.95836
H 8.36503 -0.55064 -1.58086
H 5.58362 -2.80916 -1.91194
H 3.50049 -2.66812 -0.59612
H 5.43240 -0.05138 2.18202
H 7.50976 -0.18851 0.85971
H 0.84800 -2.97652 1.73320
H 1.02926 -3.20817 -0.01142
O -0.78872 2.06486 0.60463
N -1.47152 1.89534 -0.53321
C -1.52339 2.95687 -1.25802
C -2.21450 2.86462 -2.52116
N -2.73877 2.80216 -3.54068
C -0.95870 4.23211 -0.86904
N -0.54835 5.26558 -0.57982
C 0.65291 -2.19348 -2.92908
C 0.54660 -0.77014 -3.44114
O 0.48400 0.16896 -2.36700
H 0.70217 -2.89921 -3.75981
H -0.21779 -2.44995 -2.32077
H 1.54739 -2.30842 -2.31271
H -0.32753 -0.65346 -4.08947
H 1.42981 -0.50726 -4.02386
H -0.26970 -0.09595 -1.81708
C 4.64677 4.39413 2.79727
Si 3.24211 4.12364 1.59867
C 1.69289 3.56698 2.47097
C 2.95182 5.66026 0.58692
C 3.78893 2.75990 0.42152
Te 2.22497 1.99024 -0.79304
C 3.51947 0.85828 -2.04714
Si 3.77883 1.88296 -3.61375
C 2.17600 2.37716 -4.43252
C 4.81156 0.87496 -4.80328
C 4.68227 3.45843 -3.16968
H 4.44097 5.23818 3.45944
H 5.57505 4.61031 2.26369
H 4.81005 3.51306 3.42149
H 1.43681 4.22923 3.30090
H 1.81861 2.55615 2.86853
H 0.83801 3.55611 1.78640
H 2.65436 6.50471 1.21237
H 2.15973 5.50861 -0.15040
H 3.86433 5.94387 0.05597
H 4.17064 1.90601 0.97933
H 4.54483 3.11881 -0.27968
H 3.02545 -0.09127 -2.24620
H 4.44883 0.69328 -1.49981
H 1.49031 1.54942 -4.60527
H 2.40671 2.82982 -5.40056
H 1.64367 3.11930 -3.83489
H 4.27900 -0.02641 -5.11672
H 5.75427 0.56564 -4.34584
H 5.04851 1.44705 -5.70305
H 4.07058 4.10065 -2.53096
H 4.89819 4.02152 -4.08103
H 5.63026 3.27165 -2.65985
C -2.28247 -2.50398 3.60921
N -2.68625 -1.22577 3.03646
C -3.98299 -0.89583 2.69758
C -3.94535 0.32383 2.11365
N -2.63532 0.72931 2.13933
C -1.87171 -0.22864 2.66712
S -0.15792 -0.14835 2.87495
H -2.97692 -2.76620 4.40340
H -1.28043 -2.40476 4.01602
H -2.28017 -3.25780 2.82465
H -4.80398 -1.56077 2.89253
H -4.72919 0.93116 1.70111
H -2.18252 1.49275 1.62345
```

LUMO (spin up / spin down) in Eh: -0.0496 / -0.0496
Molecular weight in g mol⁻¹: 886.5
E_tot in a.u.: -3550.433833

No. 5
DFT (ωB97M-V/def2-TZVPD) results for a structure of composition C29H28F6N8O3PRbSSbSe2 at a distorted geometry.

Structure (XYZ):
```
80
Properties=species:S:1:pos:R:3
Rb -2.21155 -0.69970 -0.33025
O -1.98983 -3.28986 -1.03269
C -0.98457 -3.01726 -1.78566
N -0.93486 -2.57512 -2.99609
C -2.20995 -2.39253 -3.66427
C -2.77874 -0.97850 -3.66981
C -4.10718 -0.77946 -4.04793
C -4.61303 0.50288 -4.11453
C -3.77791 1.57094 -3.81774
C -2.47746 1.28308 -3.45175
N -1.98226 0.04510 -3.36254
C 0.35138 -3.24330 -1.11658
C 0.71640 -4.55505 -0.79497
C 1.90456 -4.78514 -0.13488
C 2.68842 -3.68968 0.20636
C 2.23924 -2.43273 -0.14919
N 1.10190 -2.18566 -0.80751
H -2.98565 -3.06499 -3.27902
H -2.06282 -2.64480 -4.72096
H -4.73522 -1.63543 -4.26091
H -5.65040 0.67037 -4.37512
H -4.13149 2.59238 -3.83984
H -1.78461 2.07737 -3.20585
H 0.05396 -5.36391 -1.07425
H 2.21466 -5.79240 0.11468
H 3.62751 -3.80274 0.73162
H 2.83926 -1.56228 0.09781
Se 0.87782 0.62647 1.19986
P 1.73096 1.84163 -0.42183
Se 0.10131 2.70903 -1.41862
C 2.87097 3.06511 0.30334
C 3.17388 4.19892 -0.44878
C 4.08062 5.13024 0.03203
C 4.68637 4.94056 1.26619
C 4.38925 3.81324 2.01731
C 3.48386 2.87647 1.53684
C 2.76874 0.74411 -1.39927
C 2.20633 0.12030 -2.50973
C 2.97990 -0.74616 -3.26847
C 4.30265 -0.97558 -2.92697
C 4.86496 -0.34964 -1.81864
C 4.09900 0.50626 -1.04714
H 2.68573 4.35282 -1.40295
H 4.31259 6.00662 -0.55875
H 5.39303 5.66996 1.63993
H 4.87458 3.65646 2.97253
H 3.27351 1.97729 2.10310
H 1.16389 0.27925 -2.76031
H 2.53442 -1.25135 -4.11473
H 4.90254 -1.65201 -3.52231
H 5.89933 -0.53119 -1.55720
H 4.53739 0.99949 -0.18805
F -3.58091 1.66014 -0.46463
Sb -5.30977 1.08593 0.16023
F -4.46413 -0.15883 1.37099
F -5.09427 2.39800 1.50841
F -6.97399 0.58361 0.85651
F -6.09845 2.30646 -1.01882
F -5.24341 -0.33077 -1.09187
S -2.49648 2.03029 2.97144
C -1.24906 1.36166 3.97389
N -0.04008 1.93606 4.14648
C 0.94508 1.32065 4.82955
C 0.69928 0.11656 5.41381
C -0.59643 -0.39239 5.27018
N -1.54203 0.22684 4.58810
H 0.18396 2.77163 3.61954
H 1.89551 1.83309 4.85818
H 1.46681 -0.41955 5.94829
H -0.87390 -1.33822 5.71912
O -0.44510 3.34626 1.81776
N -1.59651 3.27725 1.76919
N -2.56432 -2.16691 3.00258
C -1.33399 -2.50421 2.52636
N -1.25967 -3.68775 1.85958
O -0.33962 -1.78766 2.70140
H -3.38030 -2.70284 2.76752
H -2.69034 -1.26752 3.43287
H -2.08727 -3.99889 1.37037
H -0.44398 -3.75881 1.26747
```

LUMO (spin up / spin down) in Eh: -0.0817 / -0.1134
Multiplicity: 2
Molecular weight in g mol⁻¹: 1078.8
E_tot in a.u.: -8191.740637

No. 6
DFT (ωB97M-V/def2-TZVPD) results for an isolated molecule of C2H5N5 at a distorted geometry.

Structure (XYZ):
```
12
Properties=species:S:1:pos:R:3
N -2.10360 -0.26045 0.07553
N -1.29672 0.95018 -0.11741
C -0.06332 0.54773 -0.18073
N 0.34861 -0.73423 -0.08145
C 1.72622 -0.79133 -0.03493
N 2.22897 0.40302 0.08172
N 1.11663 1.22006 -0.02774
H -2.46962 -0.33678 1.04643
H -2.94683 -0.16257 -0.53199
H -0.32506 -1.45384 -0.34588
H 2.46216 -1.61533 -0.05203
H 1.32257 2.23353 0.16849
```

LUMO in Eh: 0.0373
Molecular weight in g mol⁻¹: 99.1
E_tot in a.u.: -352.926947
SMILES string: N/N=c1\[nH]cn[nH]1

No. 7
DFT (ωB97M-V/def2-TZVPD) results for a cluster of 8 separate species, C33H71BO12P in total at a distorted geometry.

Structure (XYZ):
```
118
Properties=species:S:1:pos:R:3
C 4.01272 1.88311 0.76160
C 4.24773 0.39764 0.85668
O 3.44507 -0.25847 1.83061
C 2.03044 -0.05367 1.78974
P 1.07161 -0.87012 0.34549
B 0.20270 -1.89304 -1.09689
C -0.41009 -3.33061 -0.91964
O 0.18081 -1.39796 -2.40334
O 0.31827 0.69100 -0.17146
C -1.03358 0.68559 0.03961
C -1.30571 -0.07444 1.32796
C -1.30012 0.88346 2.51438
C -1.51133 0.17950 3.85571
C -0.40652 0.35338 4.86546
C -0.21700 1.80003 5.33097
C 0.89016 2.57960 4.66593
O 0.34480 3.57773 3.81170
C 1.30762 4.31163 3.08192
O -0.35947 -1.06262 1.44314
H 3.82248 2.28405 1.75010
H 4.86131 2.38136 0.31903
H 3.13632 2.10172 0.16459
H 4.15194 -0.06002 -0.11606
H 5.27688 0.23439 1.15765
H 1.78322 0.99322 1.89824
H 1.65436 -0.54993 2.66834
H 2.15482 -0.61411 -0.59833
H 1.62743 -2.14464 0.82625
H 0.15600 -3.97863 -0.26790
H -1.42362 -3.24782 -0.54884
H -0.47052 -3.81513 -1.88953
H -0.54459 -0.76082 -2.51094
H -1.42336 1.69970 0.13033
H -1.58769 0.25238 -0.81333
H -2.32932 -0.46991 1.30819
H -0.40418 1.48833 2.51857
H -2.12211 1.56747 2.34177
H -2.42192 0.53102 4.30651
H -1.64275 -0.88091 3.66027
H 0.52129 -0.04704 4.48555
H -0.65766 -0.23233 5.74254
H -0.00802 1.78381 6.39005
H -1.14036 2.34366 5.18353
H 1.52396 3.05343 5.41255
H 1.51566 1.90396 4.08768
H 1.15695 4.15761 2.01945
H 1.19697 5.37087 3.29505
H 2.31453 4.01555 3.34580
C 6.26963 2.22339 -4.22450
C 5.40894 2.29908 -2.97941
O 5.64078 1.62262 -2.00492
C 4.24980 3.26611 -3.00904
H 7.06475 1.49714 -4.07406
H 5.66052 1.92603 -5.07930
H 6.70454 3.20100 -4.44007
H 3.54395 3.01254 -3.80162
H 4.61385 4.28059 -3.18778
H 3.73318 3.22698 -2.05348
C -0.27897 3.13959 -3.80219
C 0.47314 4.34134 -4.28891
O 1.54968 4.25971 -4.83647
C -0.17621 5.68735 -4.04291
H 0.29061 2.23914 -4.01401
H -0.42471 3.21918 -2.72111
H -1.25520 3.06942 -4.28718
H -0.33012 5.83372 -2.97279
H -1.14917 5.72651 -4.53587
H 0.46058 6.47946 -4.42963
C -1.18150 4.74169 7.56069
C -0.04161 4.30341 8.45175
O 0.70750 3.41462 8.12962
C 0.11569 5.03854 9.76776
H -1.18377 4.14667 6.65179
H -2.13362 4.61742 8.08016
H -1.06913 5.79610 7.30110
H -0.78754 4.92717 10.37011
H 0.27438 6.10278 9.58585
H 0.96528 4.63395 10.31135
C 0.52948 -7.26628 -2.64675
C -0.31627 -7.09200 -1.40354
O 0.08059 -6.45913 -0.45950
C -1.68815 -7.73430 -1.41981
H 1.47289 -6.74622 -2.49945
H 0.72331 -8.32417 -2.83589
H 0.01805 -6.84553 -3.51421
H -1.59807 -8.81356 -1.55795
H -2.27927 -7.33301 -2.24462
H -2.19284 -7.52850 -0.47982
C -3.05392 1.15158 -7.64075
C -3.49179 1.37038 -6.21028
O -2.82243 2.00795 -5.43467
C -4.80418 0.74480 -5.79752
H -2.10037 1.64449 -7.80843
H -2.94980 0.08393 -7.84027
H -3.79961 1.55603 -8.32765
H -4.76160 -0.33709 -5.93205
H -5.61586 1.13414 -6.41490
H -5.00151 0.96991 -4.75334
C -6.93687 0.18956 5.83739
C -5.53295 -0.04308 5.31610
O -4.64769 0.75601 5.49395
C -5.29187 -1.32841 4.55664
H -6.97765 1.14170 6.35969
H -7.64755 0.19901 5.00935
H -7.22127 -0.61241 6.52077
H -5.94138 -1.37547 3.68067
H -5.51371 -2.18818 5.19184
H -4.25380 -1.37112 4.23744
C 2.59772 -6.89040 -5.72619
C 1.74130 -7.79248 -6.58247
O 0.54323 -7.86445 -6.44277
C 2.46404 -8.60927 -7.63254
H 1.97216 -6.35876 -5.01586
H 3.33771 -7.48151 -5.18430
H 3.12090 -6.16749 -6.35393
H 3.20216 -9.25891 -7.15952
H 2.98794 -7.94921 -8.32562
H 1.74750 -9.21480 -8.18088
```

LUMO in Eh: 0.0791
Charge: -1
Molecular weight in g mol⁻¹: 701.7
E_tot in a.u.: -2569.011427

No. 8
DFT (ωB97M-V/def2-TZVPD) results for a cluster of 2 separate species, C4H12S4 in total at a distorted geometry.

Structure (XYZ):
```
20
Properties=species:S:1:pos:R:3
C -2.56710 -0.02377 -2.19604
C -3.04655 1.39117 -2.24158
S -3.80393 1.85226 -3.83212
S -2.28910 1.44526 -5.03030
H -3.41032 -0.72698 -2.30141
H -2.08235 -0.19932 -1.22095
H -1.83514 -0.22992 -2.99501
H -3.74067 1.50151 -1.38631
H -2.18572 2.06450 -2.06542
H -2.46550 0.13268 -5.29205
C 2.91955 -0.07741 1.82819
C 2.00432 -1.08635 2.58826
S 1.75882 -0.43204 4.31169
S 3.69256 -0.71002 5.12581
H 3.89601 -0.02995 2.33895
H 2.50037 0.94145 1.77516
H 3.07742 -0.44679 0.80094
H 1.07593 -1.29644 2.02309
H 2.58102 -2.02920 2.65065
H 3.92037 -2.04064 5.11845
```

LUMO in Eh: 0.0109
Molecular weight in g mol⁻¹: 188.4
E_tot in a.u.: -1752.328667
SMILES string: CCSS.CCSS

No. 9
DFT (ωB97M-V/def2-TZVPD) results for the ion C4H9BNO2S with charge +1.

Structure (XYZ):
```
18
Properties=species:S:1:pos:R:3
C 1.72418 1.15667 0.84690
O 1.50776 -0.26376 0.91960
B 0.98660 -0.93186 -0.15240
O 1.68222 -1.86493 -0.83024
C -0.57181 -0.73907 -0.57649
C -0.94087 0.59230 -1.24943
S -2.43876 1.22162 -0.40241
C -2.30432 0.06367 0.80162
N -1.39901 -0.83822 0.63394
H 0.84803 1.69472 1.20975
H 2.57645 1.40261 1.46718
H 1.91657 1.47635 -0.17670
H 2.62683 -1.71536 -0.73247
H -0.77591 -1.56302 -1.26026
H -0.19314 1.37487 -1.16445
H -1.11533 0.44905 -2.31038
H -2.93106 0.06018 1.68216
H -1.19841 -1.57582 1.29409
```

LUMO in Eh: -0.1596
Charge: +1
Molecular weight in g mol⁻¹: 146.0
E_tot in a.u.: -785.925474